# 1
Here is a cluster of 2 separate species, C6H14N2O2 in total from OMol25. Energies are from the ωB97M-V functional and the def2-TZVPD basis.

```
24
Properties=species:S:1:pos:R:3:forces:R:3
C 1.366165 -1.664401 0.547850 0.686 1.564 -1.741
N 2.282317 -0.468098 0.895895 -2.492 -1.543 0.019
C 2.078603 0.614687 0.076341 -0.010 -0.147 0.925
C 3.011410 1.782357 0.369161 -0.089 1.145 -1.815
O 1.349671 0.519194 -0.905714 0.514 0.628 0.516
H 0.276691 -1.450760 0.270092 1.678 0.254 0.668
H 1.853050 -2.092778 -0.360868 -0.619 -0.026 0.782
H 1.394827 -2.334205 1.358967 0.138 -0.891 0.901
H 2.449910 -0.358147 1.901323 0.057 0.305 -0.861
H 3.868466 1.340808 -0.203614 -0.277 1.215 -0.030
H 2.576577 2.781404 -0.093068 1.203 -2.213 0.862
H 3.464941 1.953810 1.360878 -0.917 -0.354 -0.149
C -1.749180 1.365677 0.598922 1.359 3.861 1.099
N -1.690251 0.285220 -0.284529 0.916 0.373 -0.648
C -2.795822 -0.428740 -0.604778 1.275 -1.212 0.207
C -2.475960 -1.579649 -1.475530 -3.299 1.320 -0.556
O -3.909263 -0.342369 -0.140178 -0.450 1.278 0.535
H -1.058068 1.208589 1.500972 -1.204 0.276 -0.982
H -1.393981 2.371758 0.097045 -0.165 -1.874 0.717
H -2.760494 1.690788 0.875836 0.174 -0.940 0.259
H -0.743084 0.202111 -0.733706 -1.665 -0.412 0.230
H -3.379633 -2.149921 -1.375689 0.026 -0.984 -0.258
H -2.401677 -1.225625 -2.459575 0.156 0.333 -1.669
H -1.615215 -2.021708 -1.216033 3.006 -1.955 0.990
```
Positions in Å, forces in eV/Å.

Properties
- Strongest force on any atom: 4.239 eV Å⁻¹
- Gap between HOMO and LUMO: 9.85 eV
- Charge: 0
- Structure (SMILES): CNC(C)=O.CNC(C)=O
- Total energy: -13523.723 eV

***

# 2
Here is a cluster of 9 separate species, C36H71N8O14PS in total from OMol25. Energies are from the ωB97M-V functional and the def2-TZVPD basis.

```
131
Properties=species:S:1:pos:R:3:forces:R:3
C -1.608790 -3.448892 2.732338 0.562 0.382 -0.783
C -1.909728 -3.063413 1.254485 0.225 -0.307 1.260
S -0.666224 -1.834856 0.748953 0.011 0.390 -0.009
C -1.492524 -0.285908 0.294388 -0.165 0.406 0.267
C -1.528978 0.789458 1.440580 -0.827 -1.213 -1.579
C -3.004020 0.880444 1.852303 0.679 0.762 0.514
C -3.711096 2.045229 1.611262 0.190 0.573 -0.196
C -5.045996 2.123214 1.937608 -0.593 0.467 -0.214
C -5.707530 1.051049 2.494577 -0.675 0.295 0.140
C -5.010909 -0.105959 2.763111 -0.359 -0.277 0.002
C -3.677385 -0.172042 2.429422 0.577 -1.177 0.444
O -1.149313 2.055621 0.869635 0.476 0.829 0.824
C -0.716303 2.855774 1.917948 0.204 0.352 -0.082
O -0.505121 4.032950 1.849670 -0.488 -1.527 0.164
O -0.560645 2.052401 3.030382 0.094 0.969 -0.933
C -0.481657 0.702066 2.531509 -0.023 0.272 1.133
P 1.303437 0.524167 2.036061 1.754 0.185 -0.143
O 2.101738 1.702445 2.362673 -0.524 0.629 0.023
O 1.919353 -0.733920 2.871213 -1.012 -0.005 -1.133
O 1.475193 0.257796 0.433705 -0.144 -0.788 1.233
H -2.100790 -4.382294 3.025793 -0.081 0.280 0.042
H -0.520182 -3.596783 2.785484 -0.273 -0.162 0.250
H -1.830420 -2.613996 3.408173 -0.145 -0.339 0.016
H -2.940673 -2.734374 1.131372 0.268 0.153 -0.264
H -1.763465 -3.947443 0.636193 -0.037 0.320 -0.167
H -1.021028 0.205247 -0.566178 0.256 -0.489 0.186
H -2.523911 -0.494389 -0.003546 0.241 -0.153 0.032
H -3.251306 2.919867 1.161152 0.083 -0.231 0.058
H -5.605951 3.032764 1.728128 0.143 -0.098 0.028
H -6.768335 1.159937 2.704862 0.157 -0.200 0.082
H -5.507045 -0.969337 3.198756 0.107 0.142 -0.029
H -3.157391 -1.104492 2.641423 0.057 0.200 -0.068
H -0.656612 0.089142 3.420703 -0.229 -0.289 -0.501
H 2.624896 -1.130117 2.343061 0.127 -0.122 0.342
H 1.697625 -0.676370 0.304626 -0.380 0.040 -0.498
C 4.657351 4.176938 5.859739 0.005 -0.039 0.499
N 3.482106 3.836032 6.636817 -0.152 -0.024 -0.207
C 2.213273 3.638322 6.189027 -0.120 -0.101 -0.004
C 1.968499 3.784781 4.710139 0.018 0.082 0.208
O 1.320823 3.354269 6.977962 0.100 -0.144 -0.026
H 5.411850 3.398568 5.991864 0.098 0.071 -0.155
H 5.061044 5.125125 6.219995 0.104 0.012 -0.160
H 4.424916 4.268897 4.804477 -0.078 -0.028 0.029
H 3.580500 3.724770 7.633384 0.025 0.025 -0.009
H 0.920475 3.600408 4.498127 0.021 -0.031 0.077
H 2.215926 4.798235 4.387738 0.070 -0.054 -0.087
H 2.563899 3.061453 4.155742 -0.021 0.109 -0.141
C 3.093286 -2.035637 -3.135765 0.104 0.049 0.647
N 1.908673 -2.388571 -2.374184 -0.190 0.138 -0.255
C 0.641672 -2.574736 -2.837515 -0.118 -0.093 0.040
C 0.404395 -2.401760 -4.315848 -0.090 -0.049 -0.010
O -0.261344 -2.868350 -2.070143 0.010 -0.123 -0.202
H 3.838756 -2.820578 -3.011651 0.093 0.069 -0.227
H 3.495802 -1.095179 -2.749318 0.083 0.018 -0.139
H 2.872381 -1.922916 -4.189769 -0.067 -0.103 0.022
H 1.996102 -2.522634 -1.379940 0.016 -0.130 -0.032
H -0.647671 -2.581142 -4.529079 0.044 0.031 0.079
H 0.654183 -1.381827 -4.618519 0.105 -0.070 -0.144
H 1.004586 -3.115335 -4.883835 0.127 0.150 -0.041
C -5.083255 -7.197853 -1.104601 0.065 0.121 0.503
N -4.480584 -5.967874 -0.626830 0.052 0.091 -0.293
C -3.975106 -4.939942 -1.364587 0.069 0.145 -0.075
C -4.033393 -5.063886 -2.867431 0.031 0.079 0.004
O -3.494984 -3.961916 -0.815666 -0.389 -0.138 -0.161
H -6.105809 -7.265090 -0.728415 -0.034 -0.149 -0.129
H -4.511776 -8.047258 -0.725878 -0.097 -0.119 -0.132
H -5.101598 -7.238968 -2.188120 0.037 0.071 0.009
H -4.411054 -5.822753 0.367814 -0.025 -0.031 -0.003
H -3.595234 -4.175796 -3.315559 0.042 0.013 0.106
H -3.466274 -5.935440 -3.197194 -0.108 -0.031 -0.076
H -5.069438 -5.148478 -3.199748 0.038 -0.125 -0.065
C -4.270463 6.367427 -0.462417 0.034 -0.091 0.527
N -5.433567 6.030038 0.338925 -0.179 -0.027 -0.355
C -6.715643 5.848422 -0.080805 -0.023 -0.035 0.273
C -6.995967 6.011614 -1.555620 -0.044 -0.004 -0.001
O -7.591316 5.564728 0.719833 -0.047 -0.043 -0.069
H -3.520715 5.581536 -0.354333 0.109 0.091 -0.145
H -3.848278 7.306628 -0.101682 0.115 0.002 -0.161
H -4.524200 6.472904 -1.511695 -0.074 -0.015 0.028
H -5.313750 5.907541 1.332358 0.036 0.035 -0.007
H -8.052488 5.838172 -1.737595 0.003 -0.018 0.126
H -6.748260 7.023790 -1.878131 0.082 -0.064 -0.104
H -6.419154 5.287380 -2.132647 0.050 0.113 -0.076
C -3.080989 1.199245 -3.543779 0.437 -0.253 0.134
N -2.648575 -0.069474 -4.098527 -0.258 0.030 -0.236
C -3.293850 -0.854891 -5.001302 0.207 -0.103 0.123
C -4.632543 -0.377251 -5.511262 -0.006 -0.037 -0.023
O -2.792878 -1.904836 -5.371243 -0.153 -0.059 -0.121
H -2.340887 1.965247 -3.783048 -0.127 0.136 0.067
H -3.155479 1.108048 -2.458093 -0.096 0.173 0.005
H -4.044428 1.502071 -3.940059 0.004 -0.064 -0.032
H -1.763031 -0.447717 -3.797059 -0.045 -0.025 0.089
H -5.023244 -1.103169 -6.218388 0.108 -0.053 0.028
H -5.338619 -0.279779 -4.685378 -0.019 0.132 -0.044
H -4.523429 0.581478 -6.020204 -0.105 0.047 0.085
C 6.900493 -3.282929 -6.480479 -0.013 -0.086 0.504
N 5.731005 -3.632071 -5.701983 -0.365 0.030 -0.176
C 4.461762 -3.820261 -6.142107 0.048 -0.048 0.127
C 4.202333 -3.651786 -7.621254 -0.077 -0.008 0.019
O 3.571214 -4.114586 -5.357697 -0.104 -0.026 -0.126
H 7.653535 -4.065111 -6.362485 0.102 0.080 -0.131
H 7.309601 -2.341984 -6.107217 0.118 0.005 -0.150
H 6.664790 -3.173678 -7.534029 -0.053 -0.014 0.022
H 5.840832 -3.758807 -4.704471 0.231 -0.054 0.005
H 3.149964 -3.832107 -7.821282 0.005 -0.019 0.114
H 4.447592 -2.636092 -7.935148 0.081 -0.061 -0.105
H 4.793342 -4.368593 -8.192946 0.044 0.112 -0.078
C -1.509111 7.744145 9.610807 0.221 0.476 0.018
N -0.313969 8.166414 8.907223 0.021 -0.254 -0.105
C 0.466683 7.431545 8.064266 0.087 0.035 -0.078
C 0.063901 5.999511 7.812543 -0.034 0.334 0.042
O 1.450277 7.934589 7.544374 -0.008 -0.005 0.021
H -2.345447 8.378333 9.309538 -0.130 -0.132 0.092
H -1.351094 7.856541 10.685441 -0.172 -0.111 0.035
H -1.754344 6.709811 9.395783 0.067 0.007 -0.045
H 0.008436 9.112673 9.033056 -0.021 -0.005 0.013
H 0.766390 5.542409 7.131843 0.028 0.065 0.026
H 0.071183 5.435567 8.745739 -0.107 -0.100 -0.070
H -0.929842 5.961655 7.362950 -0.037 -0.106 0.107
C 10.865109 -5.004915 -3.245736 -0.063 0.465 -0.170
N 9.559313 -4.377350 -3.338740 -0.157 -0.273 0.092
C 8.355063 -4.895898 -2.987174 -0.051 0.111 -0.033
C 8.334939 -6.296158 -2.426538 -0.069 0.011 0.016
O 7.333756 -4.237912 -3.126434 -0.074 0.023 -0.078
H 11.506362 -4.400903 -2.602058 0.120 -0.146 0.006
H 11.309649 -5.053475 -4.241027 0.129 -0.121 0.071
H 10.799025 -6.007761 -2.838492 -0.073 0.019 0.001
H 9.502903 -3.439825 -3.704918 0.040 0.003 0.019
H 7.310572 -6.571543 -2.193666 -0.016 0.111 -0.046
H 8.727652 -7.002114 -3.159389 0.087 -0.042 0.100
H 8.925991 -6.345351 -1.511198 0.069 -0.107 -0.061
```
Positions in Å, forces in eV/Å.

Properties
- Strongest force on any atom: 2.156 eV Å⁻¹
- Gap between HOMO and LUMO: 8.42 eV
- Charge: 0
- Structure (SMILES): CCSC[C@]1(c2ccccc2)OC(=O)O[C@@H]1P(=O)(O)O.CNC(C)=O.CNC(C)=O.CNC(C)=O.CNC(C)=O.CNC(C)=O.CNC(C)=O.CNC(C)=O.CNC(C)=O
- Total energy: -99198.496 eV

***

# 3
Here is a structure of composition C5H9N from OMol25. Energies are from the ωB97M-V functional and the def2-TZVPD basis.

```
15
Properties=species:S:1:pos:R:3:forces:R:3
C 1.091813 0.595049 1.997719 0.689 0.491 -0.250
N 0.000874 0.067194 1.199915 0.822 -0.097 -2.593
C 0.290660 -0.024354 -0.106975 -1.605 -2.339 5.312
C 1.325236 0.291894 -0.936883 1.813 2.571 -3.291
C -2.015575 -0.630360 -0.724795 -0.976 1.352 -0.017
C -0.537831 -0.441753 -1.123173 -2.827 -1.729 0.019
H 2.056037 0.033370 1.819070 -0.697 0.190 0.032
H 0.838210 0.517529 3.066012 0.117 0.153 -0.439
H 1.351621 1.644137 1.733025 -0.295 -0.449 0.496
H -2.070346 -1.003249 0.330225 0.332 0.403 -0.920
H 1.333734 1.199662 -1.531588 0.770 0.685 0.973
H 1.848855 -0.497448 -1.449876 -0.059 -0.333 -0.156
H -2.588388 0.329883 -0.748003 0.226 -0.665 0.106
H -2.576297 -1.342991 -1.379054 0.834 0.562 0.239
H -0.348606 -0.738566 -2.145625 0.857 -0.795 0.489
```
Positions in Å, forces in eV/Å.

Properties
- Strongest force on any atom: 6.022 eV Å⁻¹
- Gap between HOMO and LUMO: 6.49 eV
- Charge: 0
- Total energy: -6815.582 eV

***

# 4
Here is the molecule C4H9NO2 from OMol25. Energies are from the ωB97M-V functional and the def2-TZVPD basis.

```
16
Properties=species:S:1:pos:R:3:forces:R:3
C 1.242839 -1.165425 -0.690396 -0.058 -0.014 0.058
C 1.106788 -0.512945 0.474436 0.077 -0.103 -0.087
N 2.150409 -0.029759 1.247778 0.001 -0.006 -0.028
O -0.055687 -0.280913 1.135487 0.259 0.017 0.039
C -1.282075 -0.390264 0.444489 -0.275 -0.066 -0.153
C -1.452660 0.637328 -0.664617 -0.041 -0.388 -0.100
O -1.173076 1.911635 -0.121733 -0.019 0.259 -0.208
H 2.221072 -1.269198 -1.144457 -0.113 -0.002 0.114
H 0.407315 -1.658311 -1.169859 0.103 0.136 0.045
H 1.920665 0.792596 1.785909 0.009 -0.037 -0.085
H 3.051557 0.004013 0.797203 -0.139 0.009 0.015
H -1.421958 -1.402474 0.040443 0.010 0.138 0.049
H -2.038740 -0.221040 1.215121 0.094 -0.023 -0.101
H -0.787096 0.405796 -1.506456 -0.074 0.094 0.183
H -2.493966 0.566159 -1.023158 0.182 0.011 0.084
H -1.068705 2.527804 -0.855348 -0.015 -0.024 0.176
```
Positions in Å, forces in eV/Å.

Properties
- Strongest force on any atom: 0.403 eV Å⁻¹
- Gap between HOMO and LUMO: 8.91 eV
- Charge: 0
- Structure (SMILES): C=C(N)OCCO
- Total energy: -9878.006 eV